No. 1
{
  "formula": "C31H49F3FeN8OPS2Si",
  "method": "ωB97M-V with the def2-TZVPD basis set",
  "max_force_ha_per_bohr": 0.068,
  "e_tot_ha": -4714.5366,
  "multiplicity": 6,
  "e_lumo_ha": [0.0013, -0.0041],
  "homo_ev": [-7.23, -7.15],
  "s2": 8.762,
  "e_above_lowest_kj_mol": 162.8,
  "symbols": ["Fe", "S", "S", "P", "Si", "F", "F", "F", "O", "N", "N", "N", "N", "N", "N", "N", "N", "C", "C", "C", "C", "C", "C", "C", "C", "C", "C", "C", "C", "C", "C", "C", "C", "C", "C", "C", "C", "C", "C", "C", "C", "C", "C", "C", "C", "C", "C", "C", "H", "H", "H", "H", "H", "H", "H", "H", "H", "H", "H", "H", "H", "H", "H", "H", "H", "H", "H", "H", "H", "H", "H", "H", "H", "H", "H", "H", "H", "H", "H", "H", "H", "H", "H", "H", "H", "H", "H", "H", "H", "H", "H", "H", "H", "H", "H", "H", "H"],
  "coordinates": [[1.177663, -0.225891, 0.792426], [2.752567, -1.185329, -0.782594], [1.118443, 2.098756, 0.015935], [-2.389126, 0.547953, 1.541501], [5.930535, -0.590683, -2.105739], [2.591928, -0.911567, 3.359053], [0.526601, -1.238611, 3.636218], [1.296379, 0.810509, 3.407249], [-0.933437, 0.127967, 1.458345], [-3.304366, 0.889930, 0.241340], [-0.203157, 0.426719, -1.856842], [-3.169164, -0.667259, 2.288868], [0.012292, -0.564252, -0.960905], [0.568261, -2.566774, 0.653530], [0.522693, 2.537492, -2.520744], [-2.480039, 1.906351, 2.396467], [3.394844, 0.305762, 1.122936], [0.430117, 1.646912, -1.535412], [5.898571, 0.885383, 0.322634], [-0.423020, -1.781936, -1.333440], [5.165061, 0.048978, -0.535325], [1.374041, -0.457133, 2.891120], [-3.511660, -2.968040, 2.697615], [3.914049, -0.253071, 0.015951], [-1.372503, 2.662717, 3.045291], [0.074026, -5.258131, -0.013220], [-4.861309, -2.345405, 2.085132], [-3.746741, 2.526373, 2.692287], [1.014133, -3.594344, 1.431676], [-3.896198, 1.772583, -1.857468], [-3.407199, 3.965805, 2.857480], [5.414620, 1.399505, 1.472531], [-4.651496, -0.852341, 2.427109], [0.331700, 2.381919, -3.952790], [5.953642, -2.471321, -2.159326], [-0.977928, 2.984896, -4.489218], [7.808298, -0.093118, -2.012624], [-3.498272, 0.355804, -2.076798], [-3.747045, -0.230142, -0.674318], [0.796730, -4.916092, 1.091612], [-0.043964, -2.946876, -0.493593], [-3.270867, 2.184634, -0.507630], [-1.102000, -2.110929, -2.599409], [-2.072679, 3.883525, 3.673145], [-0.359397, -4.275011, -0.860685], [4.109667, 1.081326, 1.897262], [-2.475724, -1.897036, 2.666106], [5.173247, 0.380600, -3.454920], [3.681356, 1.475011, 2.845708], [-3.264301, 4.441492, 1.844776], [-2.472573, 0.315026, -2.246747], [-1.538041, -1.261547, -3.146692], [-4.516523, 2.290391, 1.991809], [-1.815459, -2.074099, 1.844222], [-2.143384, 3.631811, 4.797416], [-2.241097, 2.549428, -0.672842], [-0.864969, 2.063609, 3.786948], [1.576203, -3.296733, 2.308922], [8.090953, -0.527471, -1.033688], [-0.669661, 2.980232, 2.269486], [4.135546, 0.123847, -3.605113], [6.792051, -2.962152, -1.637201], [1.160691, 2.831375, -4.445060], [6.938601, 1.178267, 0.181976], [-3.807605, 2.917400, 0.106208], [-3.622672, 2.494461, -2.572095], [5.127047, 1.421915, -3.214354], [-1.983819, -2.731333, -2.253923], [-4.034176, -0.032596, -2.923055], [-1.765815, 2.304112, -4.176899], [-4.800468, -0.507504, -0.514147], [1.007258, 3.363559, -2.231200], [8.441638, -0.540474, -2.723219], [-4.917833, -2.436698, 0.994737], [0.432302, 1.300228, -4.118544], [-0.859815, 3.004236, -5.603958], [8.064526, 0.955309, -2.082011], [-1.153586, 3.960149, -4.109449], [0.946576, -5.659120, 1.824317], [-3.147767, -3.879239, 2.115029], [-3.748256, -3.288330, 3.694445], [-1.410906, 4.766502, 3.677310], [5.998447, 2.088071, 2.073853], [-4.226318, 2.197759, 3.571674], [-0.534281, -2.857420, -3.228929], [-1.843064, -1.712167, 3.544316], [6.125694, -2.905261, -3.130837], [-0.831633, -4.458403, -1.816108], [-0.143570, -6.293747, -0.254068], [-5.016558, -0.647838, 3.446867], [4.963595, -2.916754, -1.708906], [-5.735761, -2.738256, 2.553744], [-4.179164, 4.647316, 3.284087], [-4.967108, 1.890312, -1.741210], [-3.172808, -1.104708, -0.379307], [-5.201155, -0.152812, 1.809126], [5.694846, 0.381738, -4.395240]],
  "atomic_forces_ev_per_a": [[-0.3, -0.3, 0.2], [-0.4, -0.9, -0.9], [-0.3, -0.4, -0.8], [2.2, -0.7, 0.5], [1.9, 0.0, 0.3], [0.2, 0.0, -0.2], [-0.5, 0.4, -0.2], [-0.3, 0.1, 0.2], [-1.2, 0.4, -0.3], [-0.6, -0.5, -1.5], [1.5, 2.5, 0.4], [-2.2, -0.4, 0.3], [-1.3, -2.2, -1.5], [0.4, -2.2, 0.3], [0.1, 0.8, 0.1], [0.2, 1.3, 0.7], [-0.5, -0.4, 0.3], [-1.1, -3.3, 0.2], [1.2, -0.2, -1.0], [1.5, 1.9, 0.7], [0.6, 0.2, 1.8], [0.5, -0.7, 0.6], [-1.5, -1.5, -1.3], [0.2, 0.8, -0.8], [-0.2, 0.2, -0.8], [-0.4, -0.6, -1.1], [2.2, 0.8, 0.1], [-0.3, 0.3, -0.1], [-0.3, 1.4, -0.9], [-0.6, 1.4, 1.8], [0.4, 2.3, -0.1], [-1.6, 0.8, 2.3], [0.7, -0.2, 0.2], [-0.6, -0.9, 0.6], [-1.5, -1.2, 1.1], [1.1, -1.8, -0.9], [-1.4, -0.3, 1.3], [-1.1, -0.1, 1.1], [0.1, 0.4, 0.4], [-0.4, 0.5, 1.1], [-0.5, 1.7, 0.4], [0.4, -0.9, 0.3], [-1.7, -1.2, -0.4], [0.3, -0.4, 1.2], [0.7, 1.4, 0.0], [1.2, 0.9, 0.0], [0.8, 1.1, -0.5], [-0.7, 0.0, -0.7], [0.2, -0.4, -0.9], [0.5, -0.5, 0.8], [1.8, -0.1, -0.5], [0.8, -0.4, 0.1], [-0.2, 0.1, -1.2], [0.8, -0.4, -0.2], [-0.8, 0.5, -1.6], [-0.2, -0.2, 0.2], [0.2, -0.2, 0.1], [-0.2, -0.1, 0.1], [0.3, 0.5, -0.3], [0.1, -0.2, 0.2], [-0.4, -0.4, -0.3], [-0.2, 0.7, 0.5], [0.8, 0.5, -0.3], [-0.1, -0.3, -0.8], [0.0, 0.1, -0.6], [0.6, 0.6, -1.3], [0.2, 0.8, 0.7], [0.5, 0.6, -0.6], [-0.3, -0.8, -0.1], [-0.4, 0.2, -0.2], [0.1, 0.4, 0.0], [0.1, 0.4, 0.1], [0.5, -1.0, -1.2], [0.0, -0.3, 0.2], [-0.4, 0.3, -0.3], [-0.5, 0.1, 0.9], [-0.3, 0.4, 0.4], [-0.1, 0.9, 0.3], [0.8, -0.8, 0.6], [-0.6, 1.1, 0.8], [0.0, -0.2, 0.6], [-0.5, -0.2, -0.4], [0.1, -0.2, 0.0], [-0.1, -0.8, 1.8], [-0.3, 1.2, 0.4], [-0.4, -0.5, 0.0], [-0.5, 0.1, -0.8], [-0.1, -0.2, 0.3], [0.1, 0.0, 0.2], [0.4, -0.1, 0.0], [1.8, 0.8, -1.0], [-0.6, -0.4, 0.2], [0.4, -0.9, 0.2], [-0.5, -0.3, -0.1], [0.2, -0.2, -0.5], [0.1, 0.0, -0.4], [0.3, -0.5, -0.5]],
  "mulliken_spin": [4.244, 0.235, 0.147, 0.028, -0.008, 0.008, 0.018, 0.022, -0.003, 0.002, -0.005, -0.001, -0.015, 0.012, 0.004, 0.004, 0.043, -0.015, 0.003, 0.022, -0.002, 0.162, 0.000, 0.005, -0.001, 0.001, 0.000, 0.001, 0.017, 0.000, 0.000, 0.008, 0.001, -0.001, 0.004, 0.001, 0.000, -0.002, 0.000, 0.003, 0.014, -0.004, 0.002, 0.000, -0.004, 0.014, 0.004, 0.002, 0.003, 0.000, 0.002, 0.002, 0.000, 0.004, 0.000, 0.003, 0.002, 0.003, 0.000, 0.002, 0.001, 0.000, 0.000, -0.001, 0.000, 0.000, 0.000, 0.001, 0.000, 0.000, 0.000, 0.001, 0.000, 0.000, 0.001, 0.000, 0.000, 0.000, 0.000, 0.000, 0.000, 0.000, 0.001, 0.000, 0.001, 0.001, 0.000, 0.001, 0.000, 0.000, 0.000, 0.000, 0.000, 0.000, 0.000, 0.000, 0.000]
}

---

No. 2
{
  "formula": "C4H5ClS2",
  "method": "ωB97M-V with the def2-TZVPD basis set",
  "smiles": "C/C(=C/Cl)SC=S",
  "max_force_ha_per_bohr": 0.116,
  "e_tot_ha": -1411.8841,
  "e_lumo_ha": -0.0118,
  "homo_ev": -8.81,
  "e_above_lowest_kj_mol": 208.8,
  "symbols": ["Cl", "S", "S", "C", "C", "C", "C", "H", "H", "H", "H", "H"],
  "coordinates": [[1.426463, -1.271973, 1.477881], [0.695592, 1.193295, -2.177165], [-0.676649, 0.998247, 0.735900], [-0.009139, -1.688299, 0.766183], [-1.038128, -0.803581, 0.431422], [0.177926, 1.674589, -0.693178], [-2.064581, -0.902786, -0.528770], [-1.983718, -0.000878, -1.228501], [-2.014748, -1.973849, -1.080627], [-0.158523, -2.825810, 0.637089], [0.404704, 2.633945, -0.260113], [-3.197154, -0.954058, 0.014477]],
  "atomic_forces_ev_per_a": [[1.2, 0.3, 0.8], [-0.8, 0.1, 1.6], [0.5, -0.8, -0.7], [-4.2, -0.6, -1.3], [5.5, 0.7, 1.6], [-0.1, -1.2, 0.3], [-4.9, -2.8, -1.8], [-0.5, -1.7, 0.7], [-0.1, 2.6, 0.9], [0.2, 2.0, -0.1], [0.2, 0.8, -0.4], [2.9, 0.6, -1.6]],
  "nbo_charge": [0.081, 0.023, 0.282, -0.236, -0.167, -0.463, -0.669, 0.259, 0.231, 0.230, 0.199, 0.230]
}

---

No. 3
{
  "formula": "ClH3S",
  "method": "ωB97M-V with the def2-TZVPD basis set",
  "max_force_ha_per_bohr": 0.273,
  "e_tot_ha": -860.0213,
  "e_lumo_ha": -0.0505,
  "homo_ev": -10.04,
  "e_above_lowest_kj_mol": 386.4,
  "symbols": ["Cl", "S", "H", "H", "H"],
  "coordinates": [[-0.964066, 0.788756, 1.608160], [0.150360, -0.882228, -1.394997], [-0.533397, 1.078431, 0.445064], [0.134649, 0.092630, -0.928783], [1.212453, -1.077589, 0.270555]],
  "atomic_forces_ev_per_a": [[-0.1, 0.1, 0.3], [2.8, -13.2, -2.2], [-0.1, 0.1, 0.0], [-0.5, 13.0, 5.4], [-2.1, 0.0, -3.5]],
  "nbo_charge": [-0.248, -0.138, 0.249, -0.010, 0.147]
}

---

No. 4
{
  "formula": "C8H17CdO3P2",
  "method": "ωB97M-V with the def2-TZVPD basis set",
  "max_force_ha_per_bohr": 0.039,
  "e_tot_ha": -1391.0054,
  "charge": -1,
  "e_lumo_ha": [0.1220, 0.1279],
  "homo_ev": [-0.51, 0.16],
  "e_above_lowest_kj_mol": 124.5,
  "symbols": ["Cd", "P", "P", "O", "O", "O", "C", "C", "C", "C", "C", "C", "C", "C", "H", "H", "H", "H", "H", "H", "H", "H", "H", "H", "H", "H", "H", "H", "H", "H", "H"],
  "coordinates": [[0.267203, 0.340740, -1.067462], [-0.402739, 0.086906, 1.447887], [-0.402682, 2.667219, -0.673686], [1.174209, -0.535559, 1.467496], [-1.423181, -1.051038, 0.818976], [-0.708481, 0.031766, 3.108506], [-0.423379, -1.673970, -2.569556], [-1.402373, 1.280225, 3.452611], [1.646670, -0.594758, -2.770934], [-0.618334, -0.493992, -3.369904], [-1.164174, -2.453064, 0.956301], [0.968969, -1.734288, -2.195814], [0.647708, 0.182089, -3.475315], [2.096945, 0.471258, 1.879835], [2.710289, -0.435528, -2.782050], [-1.149930, -2.442444, -2.383977], [3.080668, 0.010481, 2.034846], [1.449133, -2.565671, -1.707222], [-2.090618, -2.938785, 0.630742], [0.840635, 1.066226, -4.062522], [0.810262, 3.370092, -0.250811], [1.796195, 0.976369, 2.811492], [-0.926682, 3.248186, -1.904927], [-1.426981, 2.735226, 0.367130], [-0.754462, 2.171859, 3.284003], [-1.674273, 1.162394, 4.513681], [-0.315038, -2.747412, 0.324101], [-0.956425, -2.653973, 2.010111], [2.191632, 1.280734, 1.135598], [-1.535095, -0.200639, -3.847456], [-2.305660, 1.439359, 2.818308]],
  "atomic_forces_ev_per_a": [[0.4, -0.6, 0.2], [0.3, 1.5, -0.9], [-0.7, 1.0, 0.0], [-0.6, -0.3, 1.4], [0.6, -0.5, 1.1], [-0.5, 0.3, 0.4], [1.6, 0.6, -0.8], [0.2, -0.6, -0.3], [-1.5, -0.8, -0.8], [1.5, -0.5, 0.5], [-0.3, 0.6, 0.1], [-0.6, 0.2, -1.9], [0.0, -1.5, -0.3], [0.0, 0.2, 0.4], [0.0, 0.2, 0.2], [-0.2, 0.0, 0.2], [-0.3, 0.0, -0.1], [0.0, 0.1, 0.3], [0.3, -0.2, 0.1], [0.0, 0.1, 0.1], [-0.7, 0.5, -0.1], [0.0, -0.4, 0.0], [0.2, 0.5, 1.0], [0.4, 0.8, -0.8], [-0.3, -0.6, 0.3], [0.0, 0.2, -0.4], [-0.2, 0.0, 0.1], [0.0, -0.4, -0.1], [0.0, -0.3, -0.2], [-0.2, 0.2, 0.0], [0.5, -0.2, 0.5]],
  "nbo_charge": [0.713, 1.322, -0.247, -0.851, -0.841, -0.877, -0.374, -0.278, -0.426, -0.381, -0.262, -0.395, -0.432, -0.286, 0.221, 0.208, 0.182, 0.212, 0.180, 0.214, -0.051, 0.170, -0.005, 0.002, 0.178, 0.179, 0.190, 0.174, 0.170, 0.211, 0.179]
}